Record 1
DFT (the ωB97M-V functional and the def2-TZVPD basis) results for a structure of composition C48H47Cl5GeKN3O5PS4 in a non-equilibrium geometry.

ORCA input file:
```
! wB97M-V def2-TZVPD RIJCOSX def2/J DEFGRID3
* xyz -2 2
K -0.761 -0.584 -0.478
S -2.416 0.453 -4.651
C -2.017 1.917 -3.900
N -1.817 2.202 -2.628
C -1.546 3.542 -2.423
C -1.353 4.123 -1.168
C -1.083 5.480 -1.069
C -0.994 6.275 -2.213
C -1.191 5.713 -3.471
C -1.470 4.356 -3.568
S -1.795 3.368 -4.952
H -1.421 3.500 -0.284
H -0.950 5.914 -0.084
H -0.785 7.335 -2.122
H -1.138 6.327 -4.363
O -0.720 -4.202 -2.793
C -0.772 -2.989 -2.510
O -1.514 -2.377 -1.708
C 0.241 -2.088 -3.263
C 1.021 -2.634 -4.325
C 1.884 -1.835 -5.002
C 2.002 -0.467 -4.643
C 2.860 0.450 -5.298
C 2.910 1.758 -4.901
C 2.107 2.210 -3.825
C 1.273 1.343 -3.177
C 1.202 -0.015 -3.578
N 0.345 -0.833 -2.905
H 0.885 -3.682 -4.552
H 2.479 -2.217 -5.828
H 3.466 0.099 -6.127
H 3.548 2.461 -5.425
H 2.140 3.252 -3.527
H 0.618 1.665 -2.374
Cl 2.410 -5.916 -0.686
C 1.498 -5.350 0.637
C 1.401 -6.109 1.786
C 0.692 -5.626 2.869
Cl 0.638 -6.606 4.290
C 0.026 -4.351 2.866
C -0.714 -3.859 3.955
C -1.297 -2.624 3.863
C -1.132 -1.895 2.678
N -0.447 -2.341 1.640
C 0.120 -3.549 1.720
C 0.885 -4.023 0.527
O 1.050 -3.342 -0.453
H 1.891 -7.070 1.840
H -0.821 -4.463 4.846
H -1.874 -2.201 4.673
H -1.577 -0.906 2.590
O 1.470 -0.383 -0.074
S 2.607 -1.215 -0.583
C 3.987 -0.076 -0.906
C 4.502 0.789 0.243
C 3.440 1.549 1.043
C 2.596 2.502 0.212
S 1.029 3.047 0.972
O 0.040 1.937 0.778
C 1.559 2.976 2.677
C 1.170 1.905 3.458
C 1.558 1.864 4.791
C 2.337 2.884 5.321
C 2.709 3.964 4.526
C 2.312 4.016 3.200
C 3.352 -2.029 0.839
C 2.809 -1.834 2.097
C 3.314 -2.551 3.177
C 4.337 -3.471 2.989
C 4.858 -3.679 1.715
C 4.360 -2.965 0.635
H 3.605 0.515 -1.745
H 4.787 -0.714 -1.295
H 5.230 1.491 -0.179
H 5.051 0.153 0.943
H 3.933 2.097 1.848
H 2.775 0.830 1.513
H 2.236 2.042 -0.710
H 3.136 3.421 -0.040
H 0.534 1.141 3.024
H 1.220 1.050 5.420
H 2.640 2.850 6.360
H 3.283 4.779 4.950
H 2.567 4.869 2.579
H 1.980 -1.144 2.217
H 2.895 -2.394 4.163
H 4.715 -4.040 3.829
H 5.641 -4.411 1.560
H 4.734 -3.151 -0.368
Cl -1.342 4.400 2.733
Ge -2.557 2.465 2.274
Cl -2.169 1.424 4.367
Cl -4.558 3.552 2.768
C -5.898 -2.380 -1.930
C -4.446 -2.088 -1.553
P -4.104 -0.628 -0.465
C -4.950 0.683 -1.445
C -4.779 2.088 -0.863
C -5.341 -0.971 0.885
C -5.096 -0.176 2.169
H -5.952 -3.297 -2.525
H -6.329 -1.577 -2.532
H -6.537 -2.521 -1.053
H -3.840 -1.921 -2.445
H -3.994 -2.949 -1.057
H -6.012 0.437 -1.544
H -4.493 0.633 -2.439
H -5.292 2.208 0.095
H -5.176 2.842 -1.547
H -3.723 2.312 -0.711
H -5.259 -2.042 1.095
H -6.355 -0.787 0.515
H -4.095 -0.360 2.567
H -5.813 -0.445 2.951
H -5.183 0.899 2.010
*
```

## Properties
- Maximum force: 2.35 eV/Å
- E_HOMO (spin up / spin down): -1.835 / -1.835 eV
- Expectation value of S²: 0.80
- Orbital gap (spin up / spin down): 4.89 / 3.12 eV

---

Record 2
DFT (the ωB97M-V functional and the def2-TZVPD basis) results for a structure of composition C48H49BrCl2CrN4O7P2 in a non-equilibrium geometry.

ORCA input file:
```
! wB97M-V def2-TZVPD RIJCOSX def2/J DEFGRID3
* xyz 0 5
Cr 1.686 1.332 -0.428
O 5.035 3.288 -0.501
Cl 4.155 2.859 0.608
O 4.812 2.733 1.866
O 3.727 1.293 0.161
O 2.760 3.539 0.660
C -1.201 0.426 -4.011
N 0.056 -0.048 -3.347
P 0.174 -0.357 -1.596
C 0.064 -2.109 -1.574
C -0.879 -2.868 -2.313
C -0.927 -4.217 -2.106
C 0.001 -4.893 -1.303
C 0.967 -4.154 -0.596
C 1.069 -2.773 -0.817
C -1.384 0.079 -0.768
C -1.895 1.422 -0.966
C -3.191 1.721 -0.579
C -3.983 0.795 0.102
C -3.417 -0.456 0.434
C -2.110 -0.800 0.067
P 1.589 0.114 -4.300
C 1.188 -0.065 -6.011
C 1.681 0.869 -6.972
C 1.317 0.768 -8.285
C 0.533 -0.297 -8.743
C 0.032 -1.189 -7.806
C 0.289 -1.079 -6.439
C 2.554 -1.344 -3.863
C 2.537 -2.625 -4.446
C 3.588 -3.479 -4.185
C 4.637 -3.116 -3.348
C 4.643 -1.865 -2.685
C 3.609 -0.994 -2.976
H -2.074 0.087 -3.430
H -1.317 0.043 -5.055
H -1.217 1.516 -4.067
H -1.580 -2.355 -2.968
H -1.631 -4.803 -2.691
H -0.175 -5.940 -1.103
H 1.667 -4.661 0.016
H 1.928 -2.222 -0.371
H -1.311 2.167 -1.442
H -3.670 2.668 -0.893
H -5.038 0.905 0.294
H -3.988 -1.126 1.067
H -1.735 -1.769 0.317
H 2.313 1.681 -6.683
H 1.754 1.448 -9.000
H 0.279 -0.421 -9.795
H -0.467 -2.075 -8.152
H -0.283 -1.675 -5.715
H 1.745 -2.981 -5.145
H 3.556 -4.440 -4.697
H 5.406 -3.826 -3.169
H 5.483 -1.546 -2.093
H 3.569 0.028 -2.535
Br -1.650 7.786 -2.602
C -0.435 6.406 -2.589
C -0.210 5.521 -1.517
C 0.539 4.369 -1.703
C 1.152 4.091 -2.938
C 1.040 5.016 -3.991
C 0.277 6.149 -3.779
C 1.928 2.861 -3.189
O 2.456 2.702 -4.291
O 2.108 1.986 -2.188
H -0.704 5.715 -0.585
H 0.649 3.669 -0.870
H 1.478 4.888 -4.968
H 0.289 6.921 -4.523
C -1.869 2.874 6.414
C -2.116 1.450 5.867
C -2.708 1.627 4.445
C -3.175 0.766 6.771
C -0.769 0.590 5.958
O -0.246 0.842 7.356
C -0.806 -0.916 5.743
C -1.558 -1.473 4.531
C -1.453 -2.953 4.392
C -0.305 -3.615 4.854
C -0.019 -4.853 4.315
C -0.882 -5.474 3.377
Cl -0.437 -6.913 2.598
C -2.088 -4.853 3.053
C -2.386 -3.581 3.534
C 0.348 1.278 5.129
N 0.587 0.918 3.685
C 0.564 1.588 2.530
N 1.384 1.005 1.645
C 1.699 -0.155 2.261
N 1.356 -0.244 3.510
H -2.794 3.361 6.747
H -1.495 3.616 5.672
H -1.159 2.844 7.283
H -3.685 2.033 4.603
H -2.708 0.635 3.922
H -2.177 2.351 3.866
H -4.113 1.359 6.729
H -2.890 0.793 7.830
H -3.435 -0.246 6.476
H -0.879 0.542 8.002
H -1.126 -1.359 6.669
H 0.240 -1.158 5.600
H -1.238 -0.962 3.631
H -2.643 -1.275 4.649
H 0.386 -3.158 5.532
H 0.922 -5.340 4.579
H -2.783 -5.312 2.376
H -3.263 -2.985 3.125
H 1.330 1.060 5.633
H 0.174 2.364 5.094
H 0.132 2.584 2.382
H 2.235 -0.942 1.742
*
```

## Properties
- Energy above the lowest of the compared OMol25 structures with the same formula, charge and spin: 162.0 kJ/mol
- Maximum force: 5.46 eV/Å
- E_HOMO (spin up / spin down): -6.529 / -6.540 eV
- Expectation value of S²: 6.01
- Orbital gap (spin up / spin down): 6.48 / 6.41 eV

---

Record 3
DFT (the ωB97M-V functional and the def2-TZVPD basis) results for a structure of composition C48H49MgN10O4S.

ORCA input file:
```
! wB97M-V def2-TZVPD RIJCOSX def2/J DEFGRID3
* xyz -1 1
Mg 0.207 0.996 0.590
C -5.607 2.846 -3.268
C -4.566 2.200 -2.394
C -4.903 1.315 -1.372
C -3.954 0.764 -0.540
C -2.564 1.018 -0.692
N -1.603 0.444 0.034
C -1.925 -0.271 1.241
C -2.379 -1.701 0.963
C -2.845 -2.462 2.221
C -3.475 -1.632 3.291
C -4.207 -2.342 4.399
C -3.268 -0.287 3.302
C -2.583 0.445 2.297
N -2.181 1.794 2.493
C -2.862 2.771 3.110
C -2.101 3.932 3.061
C -0.964 3.564 2.358
N -0.996 2.265 2.026
C -2.243 1.963 -1.708
C -3.222 2.524 -2.517
N -0.889 2.408 -1.942
C -0.430 2.912 -3.101
C 0.840 3.408 -2.892
C 1.087 3.138 -1.546
N 0.053 2.523 -0.982
H -6.539 2.279 -3.245
H -5.841 3.865 -2.946
H -5.284 2.901 -4.310
H -5.947 1.065 -1.208
H -4.262 0.117 0.270
H -2.944 -1.828 0.042
H -3.482 -3.310 1.950
H -5.297 -2.226 4.355
H -4.011 -3.417 4.358
H -3.892 -2.008 5.394
H -3.663 0.272 4.150
H -3.844 2.577 3.504
H -2.355 4.899 3.456
H -0.134 4.179 2.045
H -2.943 3.277 -3.245
H -1.028 2.878 -3.993
H 1.481 3.889 -3.610
H 1.974 3.325 -0.959
C 0.407 -0.025 3.917
C -0.178 -1.100 3.052
C -0.565 -2.306 3.471
C -1.334 -2.990 2.406
C -0.937 -2.211 1.130
C -0.116 -2.841 0.045
N -0.417 -0.883 1.651
H -0.087 -0.026 4.888
H 0.269 0.962 3.484
H 1.476 -0.175 4.085
H -0.474 -2.641 4.495
H -1.243 -4.076 2.359
H -0.632 -3.715 -0.363
H 0.855 -3.170 0.430
H 0.051 -2.127 -0.763
C -3.372 -5.421 -6.091
C -2.538 -4.312 -5.512
C -3.072 -3.424 -4.593
C -2.322 -2.395 -4.028
C -2.981 -1.491 -3.028
C -0.977 -2.271 -4.418
C -0.128 -1.202 -3.852
O -0.515 -0.311 -3.137
C -0.412 -3.169 -5.343
C 1.030 -3.081 -5.785
C -1.203 -4.170 -5.879
H -4.425 -5.294 -5.843
H -3.051 -6.390 -5.703
H -3.278 -5.457 -7.177
H -4.109 -3.529 -4.294
H -3.979 -1.862 -2.794
H -3.070 -0.467 -3.396
H -2.401 -1.414 -2.108
H 0.946 -1.263 -4.115
H 1.722 -3.211 -4.951
H 1.259 -2.123 -6.256
H 1.241 -3.864 -6.511
H -0.770 -4.859 -6.597
O 8.230 3.892 7.262
S 7.318 4.241 6.194
O 5.984 4.617 6.614
O 7.886 5.069 5.141
C 7.071 2.680 5.280
N 8.085 1.813 5.247
C 7.932 0.746 4.479
C 6.787 0.512 3.734
C 5.782 1.461 3.861
N 5.922 2.534 4.626
C 4.510 1.367 3.097
C 3.738 2.509 2.907
C 2.592 2.420 2.141
N 2.186 1.290 1.553
C 2.901 0.184 1.780
C 4.053 0.177 2.541
H 8.764 0.049 4.448
H 6.701 -0.350 3.088
H 4.038 3.443 3.363
H 1.978 3.296 1.972
H 2.517 -0.728 1.339
H 4.577 -0.756 2.696
C 4.922 -0.181 -2.230
C 3.579 0.336 -2.744
C 2.510 0.126 -1.773
N 1.684 -0.040 -0.998
H 5.698 0.005 -2.970
H 4.879 -1.251 -2.035
H 5.201 0.323 -1.305
H 3.287 -0.155 -3.675
H 3.614 1.407 -2.949
*
```

## Properties
- Energy above the lowest of the compared OMol25 structures with the same formula, charge and spin: 395.5 kJ/mol
- Maximum force: 0.53 eV/Å
- E_HOMO: -3.185 eV
- Orbital gap: 4.55 eV

---

Record 4
DFT (the ωB97M-V functional and the def2-TZVPD basis) results for a structure of composition C48H50FeNO3PS3Si2Te in a non-equilibrium geometry.

ORCA input file:
```
! wB97M-V def2-TZVPD RIJCOSX def2/J DEFGRID3
* xyz -2 5
Fe 0.835 -0.851 1.315
S 3.005 -0.402 4.263
C 1.351 -0.660 4.418
N 0.367 -0.557 3.521
C -0.894 -0.763 4.089
C -2.113 -0.617 3.430
C -3.294 -0.797 4.139
C -3.285 -1.150 5.488
C -2.080 -1.296 6.157
C -0.899 -1.085 5.457
S 0.732 -1.115 6.034
H -2.100 -0.330 2.384
H -4.241 -0.647 3.639
H -4.220 -1.295 6.020
H -2.056 -1.548 7.213
O 2.195 -2.364 1.924
S 2.896 -2.671 0.671
O 3.316 -4.042 0.563
O 2.012 -2.214 -0.441
C 4.339 -1.635 0.424
C 5.479 -2.284 -0.044
C 6.538 -1.555 -0.551
C 6.434 -0.185 -0.635
C 5.288 0.453 -0.179
C 4.232 -0.246 0.389
P 2.625 0.599 0.774
C 2.366 1.478 -0.818
C 2.431 2.852 -0.985
C 2.221 3.423 -2.238
C 1.969 2.628 -3.342
C 1.936 1.247 -3.190
C 2.133 0.679 -1.942
C 3.096 1.979 1.872
C 2.070 2.874 2.181
C 2.279 3.905 3.084
C 3.515 4.052 3.699
C 4.531 3.148 3.420
C 4.320 2.110 2.521
H 5.500 -3.366 -0.020
H 7.425 -2.059 -0.915
H 7.240 0.392 -1.071
H 5.197 1.530 -0.263
H 2.614 3.495 -0.136
H 2.243 4.500 -2.345
H 1.789 3.078 -4.310
H 1.731 0.612 -4.045
H 2.096 -0.398 -1.825
H 1.098 2.747 1.708
H 1.467 4.585 3.317
H 3.680 4.852 4.411
H 5.489 3.238 3.919
H 5.106 1.386 2.348
C 2.531 -3.696 -2.970
Si 0.672 -3.831 -2.966
C 0.120 -3.467 -4.733
C 0.215 -5.606 -2.574
C -0.392 -2.725 -1.905
Te -0.389 -3.087 0.214
C -2.427 -3.874 0.044
Si -3.863 -2.853 -0.577
C -4.390 -1.568 0.651
C -3.689 -2.034 -2.252
C -5.309 -4.053 -0.792
H 2.932 -4.225 -3.840
H 2.942 -4.142 -2.058
H 2.865 -2.653 -3.003
H 0.595 -4.153 -5.447
H 0.393 -2.443 -5.019
H -0.967 -3.563 -4.839
H 0.890 -6.318 -3.064
H -0.813 -5.835 -2.877
H 0.292 -5.752 -1.492
H -1.418 -2.874 -2.225
H -0.137 -1.666 -2.028
H -2.685 -4.221 1.054
H -2.329 -4.773 -0.575
H -3.664 -0.748 0.695
H -4.464 -2.013 1.645
H -5.366 -1.146 0.385
H -2.930 -1.244 -2.249
H -4.647 -1.572 -2.516
H -3.437 -2.754 -3.040
H -5.534 -4.581 0.143
H -5.083 -4.806 -1.558
H -6.213 -3.515 -1.103
C -0.347 0.472 0.579
C -1.004 1.442 0.169
C -1.722 2.574 -0.258
C -1.838 2.796 -1.695
C -2.021 4.068 -2.290
C -2.136 4.225 -3.666
C -2.063 3.132 -4.527
C -1.832 1.875 -3.969
C -1.710 1.712 -2.599
C -2.274 3.453 0.765
C -3.334 4.362 0.532
C -3.823 5.191 1.533
C -3.302 5.151 2.823
C -2.299 4.221 3.094
C -1.806 3.389 2.103
H -2.035 4.947 -1.659
H -2.274 5.222 -4.075
H -2.165 3.259 -5.600
H -1.743 1.007 -4.618
H -1.508 0.731 -2.180
H -3.804 4.384 -0.443
H -4.639 5.872 1.304
H -3.682 5.807 3.599
H -1.897 4.141 4.100
H -1.047 2.650 2.344
*
```

## Properties
- Energy above the lowest of the compared OMol25 structures with the same formula, charge and spin: 142.3 kJ/mol
- Maximum force: 2.04 eV/Å
- E_HOMO (spin up / spin down): -0.325 / -0.447 eV
- Expectation value of S²: 6.03
- Orbital gap (spin up / spin down): 4.19 / 4.31 eV